127
Properties=species:S:1:pos:R:3:forces:R:3 method="wB97M-V/def2-TZVPD" multiplicity=1 gap_ev="6.2 / 6.2" total_charge=0
Co 1.17176 -0.36817 -0.44268 0.506 0.083 -0.646
C 0.74966 4.98256 0.02923 0.012 -0.075 -0.048
C -0.57058 4.58741 -0.64188 0.036 0.066 0.086
C -1.19161 5.78391 -1.36400 -0.053 -0.015 -0.026
C -1.51964 3.97087 0.36961 0.040 0.031 -0.005
C -2.26386 4.77383 1.22807 -0.015 0.037 0.020
C -3.12343 4.21322 2.16074 0.058 -0.033 -0.010
C -3.27453 2.83717 2.23244 -0.076 0.042 0.019
C -2.57044 1.99837 1.37575 -0.080 -0.029 -0.069
C -2.79089 0.49838 1.41361 0.013 -0.037 0.259
C -4.26533 0.15785 1.18146 0.043 -0.022 -0.052
C -2.28352 -0.10770 2.73006 -0.021 0.042 -0.056
C -1.68288 2.58827 0.47242 0.050 -0.061 0.037
N -0.88343 1.71877 -0.34485 -0.277 -0.105 0.198
C -1.28952 1.46696 -1.62375 -0.209 0.514 0.147
C -0.66300 0.60385 -2.46591 -0.087 -0.580 -0.738
N 0.26236 -0.31850 -2.03504 0.749 0.425 0.463
C 0.67681 -1.26947 -3.02464 -0.221 -0.014 -0.074
C 1.74640 -0.95636 -3.86960 0.040 0.098 0.001
C 2.18758 -1.91889 -4.77395 -0.055 0.047 0.001
C 1.56453 -3.15117 -4.86066 -0.039 0.012 0.058
C 0.49039 -3.43072 -4.02754 -0.043 0.045 -0.060
C 0.02211 -2.50600 -3.09533 -0.132 -0.249 0.002
C -1.19329 -2.92253 -2.25471 0.058 0.417 0.042
C -2.46242 -2.16830 -2.67798 0.008 -0.056 -0.076
C -1.03832 -2.82635 -0.73186 0.028 -0.224 -0.084
C 2.44391 0.39318 -3.80905 0.158 -0.147 -0.071
C 3.84911 0.24288 -3.21242 -0.089 0.018 0.022
C 2.50998 1.05279 -5.18954 -0.056 0.006 0.025
C -1.28315 0.74282 -3.82016 0.046 -0.360 0.238
C -1.10988 0.17420 -5.05117 0.011 -0.022 -0.252
C -1.97195 0.56100 -6.12093 0.163 -0.082 0.056
C -2.98932 1.45781 -5.95891 -0.098 0.050 0.027
C -3.21578 2.03280 -4.67954 -0.050 0.049 0.006
C -4.25780 2.93052 -4.32070 0.080 -0.116 -0.166
C -4.36291 3.35870 -3.02814 0.015 0.018 0.188
C -3.45081 2.95741 -2.01051 -0.201 0.096 0.119
C -2.42066 2.11764 -2.33558 0.140 0.111 0.124
C -2.34455 1.66128 -3.66868 0.154 -0.009 0.015
H 1.42207 5.43792 -0.70171 -0.013 0.015 0.031
H 1.25213 4.11060 0.45125 -0.014 0.025 0.027
H 0.57226 5.70314 0.83194 0.012 -0.007 -0.024
H -0.34566 3.83584 -1.39860 0.011 -0.043 0.006
H -1.29557 6.64813 -0.70319 0.002 -0.031 -0.023
H -2.17735 5.53549 -1.76432 0.041 0.026 0.010
H -0.55519 6.08137 -2.19974 -0.001 0.023 0.037
H -2.16583 5.85168 1.17238 -0.001 -0.035 0.006
H -3.67931 4.85333 2.83422 -0.002 -0.001 0.002
H -3.94905 2.41043 2.96660 0.001 0.006 -0.053
H -2.21770 0.04110 0.60679 0.035 0.043 -0.034
H -4.89231 0.54555 1.98828 0.007 -0.015 -0.035
H -4.39739 -0.92641 1.14630 -0.002 0.035 0.009
H -4.62247 0.57796 0.23762 -0.006 -0.019 0.035
H -1.26504 0.22339 2.94312 -0.031 -0.058 -0.021
H -2.92852 0.18259 3.56654 0.026 0.009 -0.042
H -2.27280 -1.19787 2.66311 0.002 0.029 0.034
H 3.02510 -1.69429 -5.42490 -0.024 -0.005 0.028
H 1.90806 -3.88783 -5.57714 -0.007 0.001 0.018
H -0.01032 -4.39047 -4.10783 0.001 0.019 -0.001
H -1.35856 -3.97578 -2.50140 -0.008 -0.049 -0.020
H -2.45547 -1.14206 -2.30332 -0.019 -0.092 -0.006
H -3.34571 -2.67174 -2.27623 0.037 0.035 0.019
H -2.55250 -2.12985 -3.76493 -0.041 0.009 0.017
H -0.81002 -1.81583 -0.40613 -0.145 -0.007 0.035
H -0.24621 -3.45948 -0.32498 -0.003 0.025 0.032
H -1.97133 -3.12819 -0.24969 0.040 -0.037 -0.003
H 1.87456 1.05044 -3.15384 -0.059 -0.005 0.039
H 4.45218 -0.44226 -3.81582 -0.004 0.047 0.011
H 3.80185 -0.14120 -2.19389 0.021 -0.005 0.015
H 4.35086 1.21293 -3.18231 0.010 -0.036 -0.020
H 3.14522 0.48356 -5.87321 -0.014 0.040 0.015
H 2.92979 2.05734 -5.10252 0.005 -0.037 -0.013
H 1.51670 1.13666 -5.63559 0.042 0.015 0.000
H -0.33899 -0.56045 -5.24014 -0.065 0.012 -0.054
H -1.81238 0.11934 -7.09744 0.032 -0.020 0.036
H -3.62837 1.72406 -6.79309 0.012 -0.010 0.023
H -4.97351 3.25130 -5.06911 0.020 0.013 0.023
H -5.17150 4.02713 -2.76062 0.010 0.000 0.051
H -3.60832 3.31145 -1.00057 -0.005 0.044 -0.052
C 2.19991 -3.95398 3.60104 -0.020 0.095 0.013
N 2.50285 -2.79037 2.78031 0.160 -0.040 -0.031
C 3.77875 -2.33910 2.61364 -0.175 -0.056 0.077
C 4.07212 -1.29338 1.82105 0.133 0.108 -0.135
C 2.97534 -0.69796 1.11475 0.029 0.122 0.454
O 3.06493 0.22193 0.25456 -0.526 -0.184 -0.456
N 1.73200 -1.15959 1.29459 -0.212 -0.069 -0.180
C 1.42615 -2.21209 2.08865 -0.253 -0.016 0.037
O 0.30763 -2.68611 2.22784 0.080 0.026 -0.076
H 3.12881 -4.35797 3.99755 0.009 0.023 0.009
H 1.69192 -4.70859 3.00382 0.012 -0.022 -0.019
H 1.53486 -3.67928 4.41834 0.010 0.018 0.018
H 4.54196 -2.88716 3.15012 -0.012 0.006 0.047
H 5.08075 -0.94733 1.65944 -0.002 -0.013 0.053
N 0.66089 1.54358 1.39520 0.185 -0.022 -0.225
C 0.23512 1.11486 0.27552 0.203 0.043 0.132
H 0.15195 2.34609 1.76119 -0.103 0.083 -0.022
C -1.05625 1.24988 6.55734 -0.076 0.015 -0.067
Ge 0.20311 -0.22919 6.77638 0.024 0.034 0.103
C 0.63295 -0.41462 8.67628 -0.085 -0.059 0.124
C -0.50451 -1.91146 6.07584 -0.030 -0.023 -0.070
C 1.84434 0.19061 5.80703 0.174 0.074 -0.231
Se 1.41056 0.72394 3.96850 0.044 -0.101 0.571
C 3.16685 1.44480 3.55979 -0.006 -0.001 -0.053
H -1.67278 1.37395 7.44951 -0.002 -0.029 -0.035
H -1.70866 1.07844 5.69855 0.037 0.040 0.036
H -0.50566 2.17490 6.37842 -0.031 -0.019 0.013
H -0.26954 -0.66780 9.23860 0.059 0.006 -0.003
H 1.02808 0.52123 9.07609 0.003 -0.033 -0.028
H 1.36927 -1.20291 8.84365 -0.009 0.036 -0.016
H -1.57473 -2.00515 6.26788 0.033 -0.010 -0.008
H 0.00184 -2.75926 6.54272 -0.007 0.017 -0.015
H -0.34033 -1.95999 4.99544 -0.065 -0.008 0.032
H 2.49531 -0.68557 5.76931 0.042 0.014 0.076
H 2.38368 1.00327 6.29819 -0.053 -0.008 0.049
H 3.38680 2.27030 4.23325 -0.013 0.042 -0.026
H 3.13471 1.78683 2.52663 -0.007 0.002 0.031
H 3.91909 0.66579 3.66937 -0.014 0.040 0.007
N 1.43495 -5.51078 -1.57625 -0.024 0.036 0.033
C 2.72111 -5.29872 -1.90954 -0.197 0.031 0.205
N 3.43652 -6.34828 -2.35893 0.025 -0.030 -0.046
N 3.34140 -4.15900 -1.77521 0.293 0.181 -0.068
C 2.72329 -3.06958 -1.38571 0.177 -0.139 -0.070
N 2.28668 -2.04641 -1.07905 -0.268 -0.157 -0.069
H 0.96842 -6.37646 -1.77392 0.018 -0.019 -0.016
H 0.86786 -4.72296 -1.30755 -0.058 0.027 -0.030
H 3.00912 -7.22830 -2.57502 -0.002 -0.004 -0.002
H 4.37606 -6.17037 -2.66469 -0.004 0.013 -0.003

14
Properties=species:S:1:pos:R:3:forces:R:3 method="wB97M-V/def2-TZVPD" multiplicity=1 gap_ev="7.9 / 8.0" e_above_lowest_kj_mol=526.7 total_charge=0
C 2.76832 -1.24151 -0.22258 -0.454 -0.245 0.157
C 1.79744 -0.59568 -0.55057 -0.201 1.048 -0.265
C -2.08327 0.48700 -0.01244 1.825 -1.019 1.421
C 0.29491 1.19899 0.33407 -0.123 -0.489 -0.521
C 0.82320 0.33927 -0.81638 -0.068 -0.334 2.119
C -1.51037 -0.80167 0.43562 -3.813 0.647 -2.582
O -3.21765 0.68414 -0.29943 -0.827 0.073 -0.563
O -1.18172 1.49140 0.06215 2.295 0.677 0.724
F -2.19824 -1.89066 0.12609 -0.038 0.093 0.194
H 3.29612 -2.02766 0.21365 0.859 -0.635 0.179
H 0.58688 0.69760 1.35669 -1.123 1.085 -1.788
H 0.83655 2.17887 0.26141 -1.013 -0.595 0.322
H 0.43054 0.45069 -1.78024 -0.539 0.324 -1.198
H -0.64273 -0.97077 0.89196 3.220 -0.632 1.800

Copy entry 2 word for word.
14
Properties=species:S:1:pos:R:3:forces:R:3 method="wB97M-V/def2-TZVPD" multiplicity=1 gap_ev="7.9 / 8.0" e_above_lowest_kj_mol=526.7 total_charge=0
C 2.76832 -1.24151 -0.22258 -0.454 -0.245 0.157
C 1.79744 -0.59568 -0.55057 -0.201 1.048 -0.265
C -2.08327 0.48700 -0.01244 1.825 -1.019 1.421
C 0.29491 1.19899 0.33407 -0.123 -0.489 -0.521
C 0.82320 0.33927 -0.81638 -0.068 -0.334 2.119
C -1.51037 -0.80167 0.43562 -3.813 0.647 -2.582
O -3.21765 0.68414 -0.29943 -0.827 0.073 -0.563
O -1.18172 1.49140 0.06215 2.295 0.677 0.724
F -2.19824 -1.89066 0.12609 -0.038 0.093 0.194
H 3.29612 -2.02766 0.21365 0.859 -0.635 0.179
H 0.58688 0.69760 1.35669 -1.123 1.085 -1.788
H 0.83655 2.17887 0.26141 -1.013 -0.595 0.322
H 0.43054 0.45069 -1.78024 -0.539 0.324 -1.198
H -0.64273 -0.97077 0.89196 3.220 -0.632 1.800

Please write out number 2 again, unchanged.
14
Properties=species:S:1:pos:R:3:forces:R:3 method="wB97M-V/def2-TZVPD" multiplicity=1 gap_ev="7.9 / 8.0" e_above_lowest_kj_mol=526.7 total_charge=0
C 2.76832 -1.24151 -0.22258 -0.454 -0.245 0.157
C 1.79744 -0.59568 -0.55057 -0.201 1.048 -0.265
C -2.08327 0.48700 -0.01244 1.825 -1.019 1.421
C 0.29491 1.19899 0.33407 -0.123 -0.489 -0.521
C 0.82320 0.33927 -0.81638 -0.068 -0.334 2.119
C -1.51037 -0.80167 0.43562 -3.813 0.647 -2.582
O -3.21765 0.68414 -0.29943 -0.827 0.073 -0.563
O -1.18172 1.49140 0.06215 2.295 0.677 0.724
F -2.19824 -1.89066 0.12609 -0.038 0.093 0.194
H 3.29612 -2.02766 0.21365 0.859 -0.635 0.179
H 0.58688 0.69760 1.35669 -1.123 1.085 -1.788
H 0.83655 2.17887 0.26141 -1.013 -0.595 0.322
H 0.43054 0.45069 -1.78024 -0.539 0.324 -1.198
H -0.64273 -0.97077 0.89196 3.220 -0.632 1.800